*i*
Entry from the Open Molecules 2025 dataset: a molecular structure, C19H20ClN4O5Ta (wB97M-V/def2-TZVPD).

Last column: natural (NBO) charge in e.
Geometry (Å):
Ta  0.78645  1.24613  1.70605  2.46
N  0.13443  2.44253  4.28975  -0.67
N  1.41009  2.85164  4.73251  -0.48
C  2.49793  2.64106  3.92730  0.87
O  3.64942  2.78012  4.18679  -0.51
O  2.04302  2.22428  2.71969  -0.78
H  -0.47369  3.25454  4.22287  0.40
H  -0.26883  1.80099  4.96630  0.40
H  1.55172  3.18149  5.67581  0.44
C  2.39823  3.34462  -2.37131  -0.08
C  3.17647  3.34844  -1.21755  -0.20
C  2.72994  2.72850  -0.06811  -0.18
C  1.46310  2.09411  -0.03707  -0.43
C  0.69020  2.10674  -1.21519  -0.17
C  1.16502  2.71525  -2.36817  -0.20
H  2.75516  3.83548  -3.26706  0.25
H  4.13898  3.84304  -1.21432  0.25
H  3.36885  2.74558  0.80254  0.24
H  -0.28671  1.64666  -1.24449  0.26
H  0.55726  2.71008  -3.26350  0.25
C  -5.57557  -2.50200  -1.82925  -0.63
C  -4.13570  -2.72893  -2.14930  -0.05
C  -3.71592  -3.32714  -3.31153  -0.19
C  -2.35487  -3.55463  -3.54482  -0.07
Cl  -1.84786  -4.25487  -4.99653  0.05
C  -1.38461  -3.22010  -2.57421  -0.23
C  -1.77047  -2.60976  -1.41370  -0.32
C  -3.13362  -2.31527  -1.21175  0.37
O  -3.60868  -1.65510  -0.16393  -0.48
C  -2.78551  -1.08986  0.84178  -0.18
C  -1.84263  -0.03284  0.28359  0.78
O  -2.01738  0.50512  -0.76347  -0.49
O  -0.81155  0.22309  1.12213  -0.84
H  -6.21366  -2.90809  -2.60917  0.23
H  -5.78109  -1.43591  -1.71545  0.23
H  -5.83135  -2.97206  -0.87821  0.23
H  -4.43617  -3.62911  -4.06022  0.24
H  -0.34778  -3.45214  -2.77419  0.22
H  -1.03591  -2.36168  -0.65901  0.17
H  -2.25453  -1.85186  1.41419  0.21
H  -3.48919  -0.58867  1.50658  0.25
N  3.60511  -1.57352  0.33644  -0.44
C  4.36879  -0.90880  1.26635  -0.03
C  3.55488  0.01013  1.83619  -0.07
N  2.29245  -0.09946  1.25143  -0.62
C  2.37303  -1.06680  0.34884  0.27
H  3.92409  -2.32460  -0.25692  0.47
H  5.40652  -1.13807  1.43136  0.28
H  3.78512  0.72770  2.60141  0.27
H  1.57703  -1.40606  -0.29147  0.25

Its charge is +2. The value obtained for the HOMO-LUMO gap is 2.97 eV. As for the LUMO energy: -9.13 eV.

*ii*
Entry from the Open Molecules 2025 dataset: a molecular structure, C19H20ClN4O5Ta (wB97M-V/def2-TZVPD).

Last column: natural (NBO) charge in e.
Geometry (Å):
Ta  1.60340  0.49444  0.11843  2.48
N  0.74295  -0.23353  2.18291  -0.68
N  1.81140  -0.84248  2.87228  -0.49
C  3.07434  -0.79379  2.35622  0.88
O  4.06511  -1.21615  2.82897  -0.47
O  3.01107  -0.16631  1.09340  -0.75
H  0.38667  0.53776  2.76622  0.45
H  -0.01102  -0.91094  2.04630  0.42
H  1.64620  -1.29581  3.76275  0.45
C  -0.29448  -3.54754  -1.47553  -0.11
C  0.94886  -3.67834  -0.85455  -0.19
C  1.68220  -2.55547  -0.53260  -0.15
C  1.18217  -1.27147  -0.83600  -0.57
C  -0.06173  -1.16389  -1.49599  -0.13
C  -0.80759  -2.29651  -1.78685  -0.22
H  -0.85967  -4.43520  -1.72779  0.25
H  1.33854  -4.66136  -0.62601  0.25
H  2.64203  -2.66084  -0.03890  0.24
H  -0.46052  -0.19626  -1.79986  0.22
H  -1.76410  -2.20405  -2.28300  0.25
C  3.61619  3.22976  3.86804  -0.64
C  2.26389  2.64107  4.14492  -0.05
C  2.09175  1.60981  5.06098  -0.22
C  0.83188  1.08449  5.31040  -0.06
Cl  0.66955  -0.26703  6.38312  0.05
C  -0.29984  1.60079  4.69187  -0.26
C  -0.14629  2.64288  3.78568  -0.31
C  1.12405  3.13487  3.50293  0.31
O  1.33263  4.19044  2.62875  -0.48
C  0.61787  4.12673  1.42296  -0.16
C  1.02282  2.84703  0.72401  0.80
O  2.24057  2.52933  0.57508  -0.64
O  0.14958  1.96049  0.32114  -0.73
H  4.38474  2.72379  4.44727  0.24
H  3.63120  4.28969  4.12234  0.25
H  3.86419  3.15552  2.80796  0.23
H  2.95147  1.20241  5.57767  0.25
H  -1.28511  1.23326  4.94213  0.26
H  -1.02783  3.09118  3.34530  0.24
H  0.92204  4.97751  0.81226  0.26
H  -0.46503  4.14889  1.53181  0.22
N  2.39279  2.39120  -3.66970  -0.45
C  3.22996  1.30700  -3.80454  -0.04
C  3.06289  0.56781  -2.68531  -0.06
N  2.13677  1.20644  -1.86394  -0.63
C  1.76187  2.31200  -2.50247  0.25
H  2.26785  3.12825  -4.34911  0.46
H  3.85242  1.15969  -4.66935  0.27
H  3.52096  -0.36727  -2.41288  0.26
H  1.04167  3.03451  -2.15750  0.24

Its charge is +2. The value obtained for the HOMO-LUMO gap is 6.39 eV. As for the LUMO energy: -7.93 eV.

Q: Which of them is the least stable? A: *i*.

*i*
Entry from the Open Molecules 2025 dataset: a single C8H14N2O molecule (wB97M-V/def2-TZVPD).

Last column: natural (NBO) charge in e.
Geometry (Å):
C  1.51778  0.76849  -0.02488  0.71
C  3.01278  0.61027  0.36534  -0.56
C  3.30664  -0.91373  0.20808  -0.25
C  -0.13388  -0.83417  -0.37097  0.00
C  -1.40313  0.97282  1.00714  -0.61
C  -2.46351  -1.11345  0.29130  -0.57
C  -2.08247  0.66796  -1.39139  -0.62
C  -1.36854  -0.05279  -0.12372  -0.07
N  1.10545  -0.55895  -0.11292  -0.17
N  2.04461  -1.45007  -0.10684  -0.34
O  0.87367  1.71761  -0.25116  -0.49
H  3.60611  1.37246  -0.19557  0.25
H  3.27463  0.97275  1.41926  0.25
H  3.97397  -0.91039  -0.65485  0.19
H  3.79729  -1.48098  1.08840  0.21
H  -0.22390  -1.77168  -0.79509  0.20
H  -2.45647  1.15847  1.07760  0.21
H  -0.97077  2.02507  0.90589  0.23
H  -0.91592  0.47850  1.84781  0.20
H  -2.26463  -1.38975  1.28636  0.20
H  -3.40598  -0.78351  0.09235  0.20
H  -2.19949  -2.01758  -0.33496  0.20
H  -2.30229  -0.06268  -2.12519  0.20
H  -1.29372  1.39144  -1.76844  0.22
H  -3.02822  1.20387  -1.33354  0.21

The value obtained for the HOMO-LUMO gap (spin up / spin down) is 7.71 / 7.36 eV. As for the LUMO energy (spin up / spin down): 0.02 / 0.04 eV.

*ii*
Entry from the Open Molecules 2025 dataset: a single C8H14N2O molecule (wB97M-V/def2-TZVPD).

Last column: natural (NBO) charge in e.
Geometry (Å):
C  -0.66123  -1.78644  -1.26876  -0.59
C  0.21468  -0.42918  -1.35571  -0.08
C  1.57541  -0.85741  -1.90098  -0.61
C  -0.61945  0.61429  -2.05260  -0.65
C  0.42921  -0.00989  0.06863  0.18
N  -0.04852  1.24642  0.60464  -0.31
C  0.51169  1.72820  1.85980  -0.24
C  -0.32752  1.12657  2.98072  -0.52
C  -1.07192  0.01499  2.21012  0.65
O  -1.55636  -1.00873  2.63870  -0.55
N  -1.02727  0.27039  0.86012  -0.34
H  -0.14247  -2.65606  -0.91733  0.20
H  -0.89283  -2.09249  -2.25098  0.20
H  -1.52763  -1.71500  -0.70557  0.23
H  2.34625  -0.10961  -1.72486  0.21
H  1.98006  -1.82985  -1.63815  0.22
H  1.32411  -0.84634  -2.89788  0.22
H  -0.54741  1.42086  -1.35129  0.25
H  -1.64378  0.25053  -2.04062  0.22
H  -0.47503  0.80415  -3.09913  0.22
H  1.08863  -0.63290  0.77428  0.21
H  0.55120  2.77434  1.95638  0.22
H  1.46884  1.10981  2.05124  0.19
H  -1.13706  1.79196  3.40931  0.23
H  0.18841  0.82141  3.78991  0.23

Its structure (SMILES) is CC(C)(C)[C@H]1N2CCC(=O)N12. The value obtained for the HOMO-LUMO gap is 9.32 eV. As for the LUMO energy: 0.72 eV.

Q: Which of them is the least stable? A: *i*.

*i*
Entry from the Open Molecules 2025 dataset: 3 unconnected molecules or ions with the total composition C4H6Br2O2 (wB97M-V/def2-TZVPD).

Last column: natural (NBO) charge in e.
Geometry (Å):
C  -3.74174  2.49817  2.04870  0.52
C  -0.36233  -0.83545  0.83435  -0.37
C  0.94249  -0.10932  0.46166  -0.44
C  -1.46689  -0.22140  1.38429  0.20
O  -3.67248  3.37961  1.34505  -0.52
O  -1.52586  1.13009  1.48435  -0.70
Br  0.35388  -4.51558  -0.49213  -0.20
Br  2.03930  0.58648  2.00218  -0.05
H  -0.50209  -1.89465  0.86723  0.22
H  1.29889  -4.38192  0.56955  0.21
H  1.53803  -0.69253  -0.26503  0.24
H  0.68376  0.89164  0.05305  0.20
H  -2.38332  -0.65260  1.79766  0.20
H  -0.91705  1.63761  0.82510  0.49

The value obtained for the HOMO-LUMO gap is 9.53 eV. As for the LUMO energy: 0.42 eV.

*ii*
Entry from the Open Molecules 2025 dataset: a single C4H6Br2O2 molecule (wB97M-V/def2-TZVPD).

Last column: natural (NBO) charge in e.
Geometry (Å):
O  2.64344  1.46887  -0.22076  -0.67
C  1.80797  0.47827  0.13867  0.22
Br  2.43049  -1.26080  0.36053  0.04
C  0.50623  0.69758  0.53271  -0.29
C  -0.67456  -0.24120  0.81386  -0.50
C  -1.58702  -0.27441  -0.30397  0.15
O  -0.83295  -0.86410  -1.26537  -0.69
Br  -3.12166  -1.48874  0.32120  -0.15
H  3.47196  1.09702  -0.67290  0.50
H  0.14544  1.73378  0.18954  0.20
H  -1.22517  0.08555  1.74484  0.24
H  -0.27338  -1.26353  1.11209  0.25
H  -2.16812  0.58978  -0.57934  0.20
H  -1.12266  -0.75808  -2.17111  0.49

Its structure (SMILES) is O/C(Br)=C/C[C@@H](O)Br. The value obtained for the HOMO-LUMO gap is 9.30 eV. As for the LUMO energy: 0.46 eV.

Q: Which of them is the least stable? A: *i*.

*i*
Entry from the Open Molecules 2025 dataset: a molecular structure, CH2I2S (wB97M-V/def2-TZVPD).

Last column: natural (NBO) charge in e.
Geometry (Å):
C  1.53896  1.09721  -0.33621  -0.61
S  -2.93976  -1.22203  0.07890  -0.18
I  -0.38608  0.54768  0.24064  0.30
I  3.06473  -0.27504  -0.00336  0.21
H  1.66503  1.67625  -1.23257  0.19
H  -2.94289  -1.82406  1.25260  0.10

The value obtained for the HOMO-LUMO gap (spin up / spin down) is 8.60 / 5.83 eV. As for the LUMO energy (spin up / spin down): -1.07 / -2.61 eV.

*ii*
Entry from the Open Molecules 2025 dataset: 2 unconnected molecules or ions with the total composition CH2I2S (wB97M-V/def2-TZVPD).

Last column: natural (NBO) charge in e.
Geometry (Å):
C  -0.14577  0.32859  0.23112  -0.51
S  0.20515  -1.15758  -0.31173  0.37
I  -3.75302  0.87470  0.00217  -0.60
I  0.59440  2.27650  -0.12997  0.33
H  -0.89849  0.43937  0.99273  0.26
H  1.46334  -0.73033  -0.67634  0.14

The value obtained for the HOMO-LUMO gap (spin up / spin down) is 5.61 / 4.15 eV. As for the LUMO energy (spin up / spin down): -2.36 / -3.15 eV.

Q: Which of them is the least stable? A: *i*.